Record 1
Computed, not measured: a cluster of 14 separate species, C20H68O20 in total, with wB97M-V/def2-TZVPD.

Properties
largest force on an atom: 1.75 eV Å⁻¹
HOMO level: -8.931 eV
energy: -62786.0657 eV
HOMO-LUMO gap: 8.82 eV
lowest unoccupied orbital energy: -0.1 eV

Last column: Löwdin charge in e.
Atoms and positions in Å:
1 C -0.46 0.60 -0.26  -0.1992
2 C -0.14 0.68 1.23  -0.1969
3 O 0.68 -0.43 1.59  -0.0915
4 O -1.15 -0.59 -0.66  -0.0725
5 H 0.51 0.55 -0.78  0.1114
6 H -1.10 1.39 -0.64  0.0977
7 H -1.11 0.58 1.73  0.1273
8 H 0.30 1.65 1.49  0.1051
9 H 0.84 -0.32 2.54  0.0539
10 H -0.67 -1.38 -0.36  0.0583
11 C -1.94 -4.20 -3.57  -0.2477
12 C -1.64 -4.73 -2.18  -0.2441
13 O -0.70 -5.78 -2.29  -0.0711
14 O -2.94 -3.19 -3.59  -0.0807
15 H -2.33 -5.00 -4.19  0.1207
16 H -1.03 -3.79 -4.02  0.1135
17 H -2.60 -5.07 -1.79  0.1108
18 H -1.29 -3.93 -1.51  0.1023
19 H 0.16 -5.34 -2.25  0.0381
20 H -2.53 -2.34 -3.36  0.0399
21 C -0.23 5.35 -0.68  -0.2615
22 C 0.63 4.29 -1.32  -0.2234
23 O 0.31 4.02 -2.68  -0.0733
24 O -0.14 6.60 -1.31  -0.0418
25 H 0.00 5.46 0.39  0.1132
26 H -1.25 4.92 -0.68  0.1155
27 H 0.54 3.34 -0.78  0.1101
28 H 1.66 4.67 -1.23  0.1262
29 H 0.95 4.48 -3.23  0.0945
30 H -0.60 7.26 -0.79  0.0888
31 C 3.62 0.17 2.84  -0.2512
32 C 4.54 -0.77 2.05  -0.2114
33 O 5.41 -1.45 2.97  -0.0582
34 O 2.70 -0.49 3.67  -0.0814
35 H 3.14 0.79 2.07  0.1196
36 H 4.22 0.90 3.40  0.1266
37 H 5.12 -0.15 1.37  0.1219
38 H 3.91 -1.51 1.55  0.1193
39 H 5.22 -2.39 2.90  0.0809
40 H 3.07 -1.30 4.01  0.1067
41 C 0.83 -4.11 0.84  -0.2069
42 C 1.37 -4.10 2.28  -0.2231
43 O 0.33 -4.18 3.25  -0.0509
44 O 0.19 -2.89 0.46  -0.1053
45 H 0.16 -4.94 0.62  0.1287
46 H 1.71 -4.27 0.19  0.1034
47 H 1.90 -3.17 2.49  0.1047
48 H 2.00 -4.99 2.26  0.1221
49 H 0.13 -5.12 3.37  0.0929
50 H 0.67 -2.22 0.99  0.0479
51 C 2.83 2.07 -3.64  -0.2173
52 C 2.69 0.60 -3.22  -0.2465
53 O 2.66 -0.27 -4.34  -0.0701
54 O 4.05 2.15 -4.42  -0.0725
55 H 2.90 2.70 -2.74  0.1077
56 H 2.03 2.41 -4.29  0.1126
57 H 1.75 0.44 -2.68  0.0957
58 H 3.54 0.34 -2.59  0.1227
59 H 3.57 -0.26 -4.66  0.0854
60 H 3.77 2.46 -5.29  0.0812
61 C -1.39 3.85 3.72  -0.1291
62 O -0.64 3.80 2.51  -0.1367
63 H -1.26 4.87 4.10  0.0826
64 H -2.46 3.78 3.53  0.0756
65 H -1.09 3.12 4.46  0.0524
66 H 0.27 3.98 2.77  0.0698
67 C -3.20 3.83 -3.08  -0.1522
68 O -2.38 3.15 -2.16  -0.1512
69 H -4.13 3.26 -3.16  0.0833
70 H -3.40 4.88 -2.85  0.0773
71 H -2.79 3.84 -4.10  0.0787
72 H -1.48 3.47 -2.25  0.0222
73 C 1.24 2.31 5.74  -0.1483
74 O 0.89 1.35 4.76  -0.1381
75 H 1.83 1.86 6.55  0.0861
76 H 1.77 3.17 5.31  0.0810
77 H 0.36 2.75 6.22  0.0763
78 H 1.73 1.08 4.36  0.0429
79 C -0.87 -1.35 4.58  -0.1563
80 O -1.65 -0.33 5.21  -0.1170
81 H 0.18 -1.36 4.89  0.0706
82 H -1.16 -2.38 4.76  0.0746
83 H -1.00 -1.16 3.51  0.0713
84 H -1.27 0.47 4.83  0.0366
85 C 2.34 -3.38 -2.46  -0.1493
86 O 1.90 -4.67 -2.86  -0.1137
87 H 1.53 -2.74 -2.09  0.0762
88 H 3.14 -3.48 -1.72  0.0758
89 H 2.80 -2.77 -3.24  0.0704
90 H 1.76 -4.61 -3.82  0.0942
91 C -1.15 0.30 -4.13  -0.1239
92 O -1.31 -0.87 -3.35  -0.1390
93 H -0.14 0.72 -4.13  0.0590
94 H -1.33 0.01 -5.17  0.0858
95 H -1.80 1.12 -3.81  0.0702
96 H -1.31 -0.60 -2.40  0.0432
97 C -3.82 2.12 0.56  -0.1553
98 O -4.79 1.09 0.56  -0.1012
99 H -3.46 2.27 1.59  0.0697
100 H -2.96 1.92 -0.07  0.0402
101 H -4.21 3.11 0.29  0.0794
102 H -5.00 0.88 1.47  0.0709
103 C -3.71 -2.80 0.09  -0.1534
104 O -4.44 -4.00 0.35  -0.1212
105 H -2.63 -2.90 0.28  0.0562
106 H -3.78 -2.50 -0.96  0.0750
107 H -4.19 -2.04 0.69  0.0743
108 H -4.35 -4.58 -0.41  0.0545



Record 2
Computed, not measured: a cluster of 14 separate species, C20H70N26O14 in total, with wB97M-V/def2-TZVPD.

Properties
largest force on an atom: 6.96 eV Å⁻¹
HOMO level: -8.298 eV
energy: -89290.9693 eV
HOMO-LUMO gap: 8.04 eV
lowest unoccupied orbital energy: -0.3 eV

Last column: Löwdin charge in e.
Atoms and positions in Å:
1 C -3.65 -2.61 1.08  -0.8250
2 O -4.13 -2.05 0.15  0.0303
3 N -4.02 -3.78 1.45  0.1966
4 N -2.84 -2.12 1.95  0.1727
5 H -4.67 -4.35 0.93  0.1342
6 H -3.43 -4.19 2.17  0.1174
7 H -2.42 -2.82 2.55  0.1262
8 H -2.35 -1.30 1.63  0.0499
9 C 2.70 0.74 -2.60  -0.8145
10 O 2.88 0.87 -1.42  0.0243
11 N 1.60 1.11 -3.17  0.1983
12 N 3.56 0.29 -3.41  0.2096
13 H 1.62 1.16 -4.17  0.1202
14 H 0.81 1.44 -2.63  0.1041
15 H 4.46 0.01 -3.06  0.1159
16 H 3.42 0.38 -4.41  0.1255
17 C 2.59 -3.27 -1.66  -0.7646
18 O 3.72 -3.21 -1.24  -0.0029
19 N 2.13 -4.37 -2.20  0.1970
20 N 1.69 -2.33 -1.57  0.2046
21 H 1.12 -4.36 -2.26  0.0892
22 H 2.75 -5.16 -2.29  0.1253
23 H 0.78 -2.49 -1.98  0.0546
24 H 1.95 -1.53 -1.00  0.0721
25 C 4.29 -2.52 2.58  -0.6764
26 O 4.19 -2.08 3.73  0.0163
27 N 5.26 -3.29 2.14  0.1718
28 N 3.51 -2.21 1.53  0.1710
29 H 5.27 -3.62 1.19  0.1031
30 H 6.00 -3.70 2.70  0.1163
31 H 3.62 -2.70 0.65  0.0556
32 H 2.60 -1.90 1.85  0.0456
33 C -3.77 0.36 4.47  -0.8335
34 O -3.72 0.98 5.51  0.0401
35 N -3.14 0.62 3.40  0.1708
36 N -4.39 -0.75 4.28  0.1677
37 H -3.41 0.13 2.57  0.0557
38 H -2.53 1.42 3.34  0.0974
39 H -4.35 -1.30 3.43  0.0869
40 H -5.00 -0.95 5.05  0.1232
41 C -3.54 1.89 -0.04  -0.8106
42 O -2.92 1.86 -1.03  0.0382
43 N -4.09 0.88 0.56  0.2014
44 N -3.82 3.01 0.53  0.1993
45 H -4.75 1.13 1.28  0.1175
46 H -4.00 -0.05 0.18  0.0819
47 H -4.41 2.94 1.35  0.1160
48 H -3.49 3.92 0.25  0.1329
49 C 3.40 1.63 2.79  -0.7584
50 O 2.25 1.72 3.20  0.0129
51 N 3.82 1.61 1.59  0.2045
52 N 4.38 1.69 3.66  0.1782
53 H 3.22 1.79 0.79  0.0902
54 H 4.79 1.50 1.33  0.0626
55 H 3.97 1.95 4.55  0.1139
56 H 5.37 1.47 3.59  0.1081
57 C 0.81 -1.60 3.94  -0.6682
58 O 1.07 -2.17 2.87  -0.0672
59 N -0.31 -0.94 4.11  0.2158
60 N 1.70 -1.60 4.90  0.2037
61 H -0.89 -0.73 3.31  0.0636
62 H -0.65 -0.68 5.03  0.1233
63 H 2.59 -1.93 4.56  0.0619
64 H 1.47 -1.37 5.86  0.1209
65 C -1.25 -2.09 -2.66  -0.7299
66 O -0.90 -3.25 -2.58  0.0008
67 N -0.74 -1.23 -3.53  0.1577
68 N -2.29 -1.52 -2.09  0.2252
69 H -0.26 -1.68 -4.30  0.1219
70 H -1.23 -0.35 -3.64  0.0357
71 H -2.44 -0.58 -2.41  0.0558
72 H -2.86 -2.04 -1.43  0.0900
73 C 6.47 0.41 0.13  -0.7541
74 O 6.52 0.77 1.30  0.0173
75 N 7.35 0.77 -0.74  0.1701
76 N 5.58 -0.42 -0.39  0.1917
77 H 8.19 1.28 -0.52  0.1274
78 H 7.26 0.39 -1.67  0.1065
79 H 5.67 -0.76 -1.34  0.0973
80 H 4.85 -0.69 0.24  0.0789
81 C -0.02 -0.10 0.45  -0.7804
82 O -0.90 -0.49 1.16  0.0330
83 N 1.24 -0.44 0.61  0.1834
84 N -0.09 0.82 -0.40  0.2328
85 H 1.34 -1.04 1.41  0.0585
86 H 1.99 -0.04 0.06  0.0601
87 H 0.78 1.03 -0.86  0.0763
88 H -1.02 1.07 -0.70  0.0915
89 C -0.25 -4.74 0.70  -0.7540
90 O -0.70 -5.74 0.15  0.0003
91 N 0.49 -4.68 1.79  0.1803
92 N -0.56 -3.55 0.22  0.1808
93 H 0.42 -3.74 2.16  0.0462
94 H 0.45 -5.37 2.53  0.1163
95 H 0.19 -2.91 0.44  0.0771
96 H -0.84 -3.62 -0.75  0.0599
97 C 0.62 4.85 3.37  -0.0488
98 C -0.37 3.97 2.51  -0.3272
99 C 0.01 4.04 0.99  -0.2246
100 O 0.07 5.37 0.50  -0.2015
101 C 0.98 5.56 -0.60  -0.0973
102 N -0.35 2.49 2.81  0.0536
103 H 0.39 5.91 3.44  0.0644
104 H 1.69 4.85 3.17  0.0667
105 H 0.69 4.51 4.40  0.0666
106 H -1.38 4.39 2.52  0.1192
107 H -0.72 3.57 0.33  0.0976
108 H 0.97 3.53 0.89  0.1058
109 H 1.94 5.09 -0.38  0.0759
110 H 1.14 6.59 -0.90  0.0858
111 H 0.64 4.94 -1.43  0.0703
112 H 0.57 2.08 2.69  0.0069
113 H -0.95 2.01 2.16  0.0251
114 C -4.93 0.35 -3.64  -0.0301
115 C -3.69 0.51 -4.46  -0.4397
116 C -3.85 1.50 -5.65  -0.1689
117 O -4.67 0.91 -6.64  -0.1717
118 C -4.56 1.50 -7.84  -0.1623
119 N -2.54 0.89 -3.73  0.0034
120 H -5.63 -0.19 -4.27  0.0929
121 H -5.23 1.35 -3.32  0.0948
122 H -4.72 -0.31 -2.80  0.0757
123 H -3.46 -0.48 -4.87  0.1395
124 H -2.90 1.59 -6.18  0.1110
125 H -4.14 2.50 -5.33  0.1338
126 H -5.17 0.93 -8.54  0.0998
127 H -3.52 1.66 -8.12  0.0859
128 H -4.99 2.50 -7.84  0.0875
129 H -2.12 1.74 -4.07  0.0990
130 H -2.93 1.31 -2.89  0.0415



Record 3
Computed, not measured: a structure of composition C20H71F14N2O41S6Y, with wB97M-V/def2-TZVPD.

Properties
largest force on an atom: 11.76 eV Å⁻¹
HOMO level: -3.642 eV
charge: -2
energy: -212920.2119 eV
HOMO-LUMO gap: 5.85 eV
lowest unoccupied orbital energy: 2.2 eV

Last column: Löwdin charge in e.
Atoms and positions in Å:
1 Y -1.95 0.47 -2.32  1.5537
2 C -5.66 -2.79 -2.86  -0.6824
3 F -6.08 -2.26 -1.71  0.1334
4 F -4.82 -3.81 -2.74  0.1210
5 F -6.64 -3.15 -3.57  0.1868
6 S -4.72 -1.33 -3.87  0.5724
7 O -4.12 -1.97 -5.01  -0.3066
8 O -5.67 -0.27 -4.25  -0.3003
9 O -3.77 -0.69 -2.93  -0.4294
10 C -2.79 4.32 -5.08  -0.6374
11 F -3.11 4.81 -3.91  0.1600
12 F -3.25 5.12 -6.08  0.1031
13 F -1.46 4.28 -5.22  0.1021
14 S -3.29 2.46 -5.22  0.6251
15 O -2.85 2.04 -6.57  -0.3244
16 O -2.60 1.77 -4.10  -0.4403
17 O -4.78 2.33 -4.95  -0.3255
18 C -5.91 2.06 0.07  -0.5911
19 F -5.75 0.76 0.38  0.1154
20 F -7.25 2.48 0.14  0.0621
21 F -5.21 2.84 0.87  0.1224
22 S -5.32 2.32 -1.72  0.5353
23 O -3.96 1.80 -1.85  -0.4053
24 O -6.30 1.66 -2.64  -0.3167
25 O -5.32 3.74 -1.99  -0.3074
26 C 1.78 0.56 1.12  -0.6513
27 F 1.58 1.85 1.40  0.1552
28 F 3.10 0.35 1.09  0.1179
29 F 1.30 -0.35 1.92  0.1486
30 S 1.18 0.09 -0.62  0.6195
31 O 0.99 -1.35 -0.77  -0.2943
32 O -0.20 0.72 -0.75  -0.4120
33 O 2.18 0.72 -1.45  -0.2762
34 N -0.51 -0.23 -3.92  -0.3273
35 S 0.58 0.32 -4.75  0.3895
36 O 0.21 0.99 -5.93  -0.1966
37 O 1.95 -0.10 -4.55  -0.2545
38 F 0.51 1.70 -3.81  -0.2445
39 S -0.31 -1.79 -4.69  0.6261
40 O 0.71 -2.62 -4.05  -0.2827
41 O -0.61 -1.95 -6.09  -0.2004
42 F -1.56 -2.43 -3.95  -0.1929
43 O 3.34 2.42 -5.61  -0.0366
44 H 4.12 2.29 -6.16  0.0330
45 H 3.55 1.98 -4.78  -0.0038
46 O -2.49 4.53 -0.21  -0.0393
47 H -2.67 4.34 0.71  -0.0174
48 H -3.26 4.19 -0.67  0.0268
49 O 6.21 3.84 0.50  -0.0530
50 H 6.22 2.90 0.31  -0.0078
51 H 5.32 4.12 0.28  0.0199
52 O -1.16 1.10 6.22  -0.0507
53 H -1.33 0.17 6.35  0.0144
54 H -0.34 1.12 5.73  -0.0129
55 O -2.89 0.22 -0.13  -0.0843
56 H -2.63 0.62 0.70  0.0377
57 H -3.01 -0.71 0.09  0.0228
58 O 1.48 0.63 4.93  -0.0335
59 H 1.28 -0.30 4.91  0.0445
60 H 2.36 0.68 5.32  0.0479
61 O 3.06 -4.16 5.61  -0.0462
62 H 3.45 -3.79 4.82  0.0355
63 H 2.66 -3.41 6.05  0.0251
64 O -1.68 -1.77 -1.62  -0.1037
65 H -2.16 -2.59 -1.70  0.0375
66 H -0.80 -2.04 -1.36  0.0261
67 O 5.56 -3.85 1.23  -0.0423
68 H 5.69 -4.67 0.77  0.0392
69 H 6.36 -3.73 1.74  0.0298
70 O 3.19 3.06 5.08  -0.0416
71 H 2.74 3.89 5.22  0.0359
72 H 2.58 2.53 4.56  -0.0037
73 O -1.36 2.76 -1.84  -0.1070
74 H -0.43 2.95 -1.96  0.0328
75 H -1.66 3.42 -1.21  -0.0025
76 O 2.58 -4.36 -0.21  -0.0499
77 H 3.41 -4.17 0.22  -0.0071
78 H 2.27 -3.50 -0.50  0.0096
79 C -0.72 -6.40 -1.87  -0.2421
80 C -0.74 -4.88 -1.71  -0.1736
81 O -2.15 -4.49 -1.84  -0.0963
82 O -1.25 -6.70 -3.15  -0.0449
83 H -1.28 -6.87 -1.07  0.1128
84 H 0.31 -6.71 -1.75  0.1167
85 H -0.09 -4.34 -2.39  0.1062
86 H -0.28 -4.61 -0.76  0.1128
87 H -2.56 -5.26 -2.25  0.0721
88 H -1.34 -7.65 -3.28  0.0890
89 C 6.20 2.09 -2.97  -0.2193
90 C 5.20 1.17 -2.27  -0.2838
91 O 4.88 1.53 -1.01  -0.0708
92 O 5.73 3.42 -3.09  -0.0517
93 H 6.43 1.60 -3.92  0.1193
94 H 7.08 2.10 -2.33  0.1135
95 H 5.63 0.17 -2.30  0.1271
96 H 4.21 1.22 -2.72  0.1116
97 H 3.95 1.34 -0.90  0.0486
98 H 5.07 3.50 -2.41  0.0442
99 C -0.41 -4.97 6.31  -0.2483
100 C -0.30 -3.76 5.34  -0.1957
101 O -0.62 -2.52 6.02  -0.1054
102 O -1.76 -5.22 6.56  -0.0562
103 H 0.14 -4.76 7.23  0.1219
104 H -0.04 -5.77 5.67  0.1241
105 H -1.08 -3.79 4.58  0.1164
106 H 0.71 -3.66 4.93  0.0939
107 H -1.53 -2.26 5.92  0.0622
108 H -2.04 -4.44 7.04  0.0783
109 C 2.54 4.24 -2.74  -0.2114
110 C 1.30 5.12 -3.00  -0.1813
111 O 0.27 5.01 -2.02  -0.0729
112 O 2.86 4.24 -1.34  -0.0728
113 H 3.46 4.52 -3.26  0.1096
114 H 2.40 3.21 -3.08  0.0915
115 H 0.84 4.86 -3.96  0.1173
116 H 1.52 6.19 -3.01  0.1186
117 H -0.07 5.90 -1.86  0.0999
118 H 1.94 4.21 -1.07  0.0535
119 C 6.54 -0.69 1.28  -0.2298
120 C 6.01 0.01 2.58  -0.2711
121 O 7.01 0.39 3.43  -0.0372
122 O 7.16 0.27 0.45  -0.0719
123 H 5.69 -1.07 0.71  0.1075
124 H 7.23 -1.51 1.48  0.1029
125 H 5.33 -0.70 3.05  0.1090
126 H 5.35 0.79 2.20  0.1071
127 H 7.48 1.18 3.16  0.0975
128 H 6.51 0.49 -0.22  0.0331
129 C -3.97 -4.62 1.37  -0.2546
130 C -4.40 -3.17 1.50  -0.1955
131 O -3.31 -2.36 1.04  -0.0537
132 O -3.00 -4.90 2.34  -0.0745
133 H -3.45 -4.84 0.44  0.1063
134 H -4.72 -5.41 1.44  0.1208
135 H -4.71 -3.09 2.54  0.1085
136 H -5.38 -2.90 1.10  0.1261
137 H -2.55 -2.73 1.48  0.0903
138 H -2.84 -5.83 2.18  0.0868
139 C -0.42 4.12 2.54  -0.0319
140 C -1.44 3.00 2.17  -0.3978
141 C -1.35 1.71 3.01  -0.1578
142 O -2.55 0.97 2.65  -0.2037
143 C -3.02 -0.10 3.64  -0.0099
144 N -2.71 3.69 2.39  0.0417
145 H -0.58 5.04 1.98  0.0805
146 H 0.59 3.84 2.21  0.0578
147 H -0.45 4.38 3.60  0.0758
148 H -1.42 2.67 1.13  0.1236
149 H -1.23 1.96 4.07  0.0976
150 H -0.48 1.09 2.84  0.0999
151 H -3.65 -0.77 3.07  0.0690
152 H -3.45 0.21 4.60  0.0800
153 H -2.22 -0.73 4.03  0.0579
154 H -2.55 3.93 3.36  0.0838
155 H -3.31 2.88 2.46  0.0658